Entry 1:
106
Properties=species:S:1:pos:R:3:forces:R:3 method="wB97M-V/def2-TZVPD" spin_multiplicity=1 total_charge=-2 lumo_ev=3.69 homo_energy_ev=-2.0 de_lowest_kcal_mol=54.1 largest_force_ev_per_a=3.0
Sr 1.48449 -0.22470 0.25819 -2.81 1.08 -0.43
C -0.22801 1.18796 -4.76582 -0.02 0.01 -0.12
C 0.76420 0.77492 -3.68406 -0.01 0.17 0.24
C 1.27463 2.02777 -2.95668 0.04 -0.11 -0.03
P 0.26682 -0.48108 -2.37243 -0.49 -0.24 -1.00
C 0.67477 -2.11642 -3.19054 -0.27 -0.12 0.11
C 0.54687 -2.19260 -4.70973 -0.03 -0.05 -0.08
C -0.14484 -3.24266 -2.53385 0.04 0.09 0.00
C -1.55981 -0.49575 -2.22435 -0.08 0.08 0.09
C -2.43220 -0.56335 -3.32136 0.02 0.05 0.09
C -3.81293 -0.57700 -3.19447 0.07 0.03 0.08
C -4.35085 -0.48164 -1.90644 0.11 0.14 0.01
C -3.52726 -0.43922 -0.80366 0.14 -0.06 -0.07
C -2.10078 -0.53774 -0.89590 0.04 -0.14 0.35
N -1.30225 -0.63539 0.22083 -0.28 -0.26 0.09
C -1.76576 -1.34486 1.32302 -0.09 0.17 -0.32
C -2.70111 -2.41751 1.21432 0.10 0.13 0.01
C -3.19644 -3.08976 2.30949 0.08 0.04 0.01
C -2.78659 -2.75835 3.60520 -0.04 0.01 -0.14
C -1.81093 -1.78908 3.73801 0.14 0.03 -0.14
C -1.26447 -1.10730 2.63933 -0.06 -0.14 -0.01
P 0.21164 -0.06354 2.81630 -0.45 -0.19 1.03
C -0.41899 1.45359 3.68382 -0.19 0.08 -0.17
C -1.28386 1.27064 4.93074 -0.06 0.07 0.08
C -1.23124 2.23225 2.62940 -0.08 -0.06 0.17
C 1.37335 -0.95146 4.00539 -0.15 -0.04 0.01
C 1.31207 -0.60826 5.49188 0.09 -0.05 0.08
C 1.37666 -2.47452 3.79541 -0.02 0.08 -0.02
H 0.22791 1.96884 -5.38951 -0.07 -0.08 0.05
H -1.13834 1.60443 -4.32455 0.07 -0.03 -0.05
H -0.50882 0.36168 -5.42498 0.01 0.08 0.09
H 1.62191 0.29861 -4.16331 0.10 -0.04 -0.02
H 0.49724 2.45270 -2.32310 -0.03 0.06 0.03
H 1.58536 2.79751 -3.67529 -0.02 -0.08 0.05
H 2.12348 1.79960 -2.30650 -0.06 0.01 -0.04
H 1.72642 -2.25103 -2.92595 0.09 -0.03 0.04
H -0.49128 -2.04924 -5.03071 0.11 -0.03 0.04
H 0.85787 -3.18869 -5.05038 -0.03 0.10 0.01
H 1.17274 -1.45587 -5.22204 -0.08 -0.09 0.03
H -1.17082 -3.23625 -2.91646 0.07 0.01 0.00
H -0.20125 -3.13554 -1.44693 0.06 0.02 -0.07
H 0.29786 -4.22102 -2.75946 -0.03 0.11 -0.01
H -2.01701 -0.62410 -4.31884 0.03 0.03 0.05
H -4.45170 -0.64451 -4.06924 0.05 0.01 0.06
H -5.42847 -0.42891 -1.77093 0.07 -0.02 0.02
H -3.96370 -0.37247 0.18538 0.02 -0.02 -0.01
H -3.00355 -2.73349 0.22373 -0.02 0.03 0.02
H -3.89137 -3.91112 2.15557 0.04 0.07 -0.01
H -3.18120 -3.27713 4.47178 0.02 0.02 -0.04
H -1.42635 -1.56564 4.72932 0.00 -0.01 -0.09
H 0.47871 2.02507 3.93638 0.06 0.07 -0.02
H -2.17567 0.68377 4.68746 0.09 0.08 0.03
H -1.61830 2.25497 5.28781 0.02 -0.12 -0.03
H -0.76021 0.77761 5.75236 -0.13 0.10 -0.13
H -2.19554 1.73275 2.46503 0.15 0.05 0.02
H -0.72405 2.27191 1.66867 0.07 0.03 -0.08
H -1.42988 3.25789 2.96435 0.01 -0.10 0.01
H 2.33468 -0.59396 3.63510 0.12 0.08 -0.04
H 0.40625 -1.00260 5.96376 0.08 0.03 -0.03
H 1.36019 0.47076 5.67320 0.01 -0.16 -0.02
H 2.17079 -1.06876 5.99803 -0.08 0.05 -0.02
H 0.57805 -2.95367 4.36643 -0.01 0.03 -0.01
H 2.33516 -2.88992 4.13007 -0.10 0.06 -0.02
H 1.23292 -2.75218 2.74948 0.03 0.07 0.05
O 3.43882 -0.96409 1.26215 1.11 -0.72 -0.35
C 3.51665 -1.51821 0.12999 1.37 -0.59 -0.03
O 3.37076 -0.92020 -0.97510 0.89 -0.65 0.23
C 3.46644 -3.03375 0.10717 -0.44 0.23 0.08
C 4.49227 -3.89818 -0.04114 0.34 -0.15 -0.07
C 4.23180 -5.28756 -0.05685 0.15 -0.02 -0.02
C 2.95055 -5.76453 0.08536 0.03 -0.13 -0.01
C 1.88602 -4.89709 0.25888 -0.12 0.28 -0.03
C 2.08290 -3.45947 0.26399 -0.64 -0.05 0.10
O 1.18665 -2.56783 0.37443 0.48 -1.80 -0.05
N 0.56781 -5.52976 0.42176 0.09 -0.23 -0.05
O 0.47355 -6.74328 0.18983 0.15 0.57 0.05
O -0.37228 -4.85700 0.78944 0.20 0.08 -0.06
N 5.32526 -6.22310 -0.22173 -0.04 0.07 0.06
O 6.46354 -5.77514 -0.29772 -0.04 0.08 -0.02
O 5.08978 -7.42486 -0.27618 -0.15 0.10 0.02
H 5.51158 -3.55402 -0.15413 -0.03 0.02 -0.01
H 2.76808 -6.82472 0.07092 -0.03 -0.10 0.00
O 2.54044 5.78573 2.86879 0.29 -0.69 0.06
C 1.61254 6.37884 2.16661 -0.39 0.19 -0.41
O 1.31327 7.54469 2.33685 0.10 -0.22 0.04
C 0.92704 5.55849 1.11083 0.26 -0.28 0.32
C -0.07840 6.03334 0.30603 -0.06 0.04 -0.27
Cl -0.82979 7.56643 0.31341 -0.08 -0.09 -0.07
N -0.45072 5.03480 -0.53582 -0.59 -0.01 -0.39
N 0.23633 3.90610 -0.28279 -0.02 0.30 -0.13
C 1.07302 4.19315 0.68578 0.14 -0.26 0.06
C 1.97969 3.06089 1.14856 0.52 -0.60 0.24
O 2.78600 3.32144 2.07528 -0.37 0.54 -0.07
O 1.86675 1.93917 0.58568 0.08 2.89 0.50
C -1.41543 4.98666 -1.60420 0.18 0.02 0.20
C -1.62979 6.07679 -2.43874 0.05 -0.02 -0.01
C -2.52250 5.96005 -3.49774 0.04 0.01 0.02
C -3.17871 4.76129 -3.73685 -0.02 -0.03 0.00
C -2.94263 3.67085 -2.90744 0.02 0.02 0.01
C -2.06857 3.77918 -1.83712 0.07 0.00 0.12
H 2.65948 4.80089 2.58284 0.04 0.09 0.04
H -1.08917 6.99946 -2.28352 -0.02 -0.04 0.00
H -2.68056 6.81074 -4.15266 0.00 -0.06 0.06
H -3.86226 4.66947 -4.57496 0.06 0.01 0.08
H -3.42718 2.72001 -3.09113 -0.02 -0.03 0.01
H -1.86625 2.92733 -1.19656 -0.04 0.07 -0.05

***

Entry 2:
89
Properties=species:S:1:pos:R:3:forces:R:3 method="wB97M-V/def2-TZVPD" spin_multiplicity=5 lumo_ev="0.14 / -0.89" homo_energy_ev="-6.7 / -7.4" s_squared=6.048 de_lowest_kcal_mol=3.4 largest_force_ev_per_a=2.7
Cr -0.18647 -0.55949 -0.10974 0.03 1.88 -1.87
C 1.48447 -0.32987 1.25780 1.13 -2.06 0.56
C 1.34919 -1.71332 0.96008 1.17 1.52 0.89
C 0.72796 -2.74005 1.88390 -0.09 -0.79 0.51
C -0.79204 -2.97359 1.69975 0.49 -0.59 -0.28
C -1.51927 -1.78329 1.13253 -0.80 1.22 1.69
C -1.32510 -0.46772 1.64553 -1.73 -1.40 0.85
C -0.47008 -0.16335 2.86178 0.53 0.14 0.51
C 0.93306 0.34401 2.47802 -0.26 0.93 0.24
C -0.45299 -0.77638 -2.12209 0.12 -0.40 -0.14
H 2.30020 0.21157 0.75440 -0.59 -0.16 -0.12
H 2.08984 -2.12230 0.26213 -0.48 0.29 -0.15
H 0.93689 -2.53261 2.94857 0.04 0.25 -0.51
H 1.23204 -3.70835 1.70587 -0.15 0.45 0.01
H -0.92488 -3.82228 1.00880 -0.02 0.28 0.16
H -1.21005 -3.32218 2.66492 -0.08 0.32 -0.33
H -2.51015 -2.00664 0.71250 0.58 0.24 -0.39
H -2.12524 0.27757 1.44096 0.70 -0.61 -0.08
H -0.35031 -1.04580 3.51958 -0.36 0.35 -0.42
H -0.94743 0.62131 3.47789 0.04 -0.37 -0.35
H 0.88399 1.42810 2.26776 -0.06 -0.56 0.05
H 1.60263 0.29886 3.35572 0.04 -0.39 -0.34
H 0.05238 0.02663 -2.68824 -0.33 -0.43 0.15
H -1.54416 -0.73417 -2.28702 0.30 -0.02 -0.21
H -0.06207 -1.75675 -2.42739 -0.26 0.08 -0.23
P 0.97694 -8.40332 -3.00128 0.26 0.19 -0.54
P -2.17216 -8.59868 -3.04502 -1.00 -0.62 -1.01
C 0.10572 -9.25556 -1.67266 -1.43 -0.23 0.54
C -1.24105 -9.43287 -1.75692 1.43 -0.19 0.66
C 2.21945 -9.70206 -3.47790 0.06 -0.19 -0.02
C 2.58078 -10.78294 -2.65729 0.37 0.07 -0.19
C 3.56393 -11.69412 -3.06221 -0.15 0.12 -0.14
C 4.12956 -11.58364 -4.33607 -0.06 0.08 -0.04
C 3.68372 -10.59313 -5.21960 -0.08 0.02 0.26
C 2.73474 -9.65750 -4.78919 0.18 -0.11 0.31
C 1.82768 -7.14606 -1.96305 0.31 -0.19 0.06
C 1.02496 -6.10315 -1.44972 0.60 -0.16 -0.10
C 1.62801 -5.04866 -0.76318 0.16 -0.25 -0.13
C 3.01683 -5.03933 -0.55966 -0.37 -0.43 -0.33
C 3.79284 -6.10174 -1.03624 -0.02 0.16 0.03
C 3.21203 -7.15898 -1.74062 -0.44 0.40 0.16
C -3.23730 -10.08385 -3.52935 -0.05 0.31 0.00
C -2.62208 -11.16259 -4.19510 -0.50 0.11 0.15
C -3.38882 -12.25052 -4.63085 0.06 0.32 0.18
C -4.77009 -12.26241 -4.41294 -0.07 0.11 0.03
C -5.38970 -11.20012 -3.74847 0.41 0.07 -0.13
C -4.62187 -10.11393 -3.31352 0.09 -0.23 -0.08
C -3.36999 -7.57791 -2.08829 0.08 0.23 0.17
C -4.07418 -6.58948 -2.81039 0.00 -0.33 0.31
C -5.02459 -5.79469 -2.16718 0.13 -0.16 0.07
C -5.25095 -5.95178 -0.79479 0.14 -0.13 -0.15
C -4.52660 -6.90120 -0.06965 0.19 -0.03 -0.12
C -3.56789 -7.70113 -0.70456 -0.39 0.22 -0.29
H 0.68682 -9.55373 -0.78467 -0.41 -0.30 -0.42
H -1.79713 -10.08260 -1.06690 0.37 0.37 0.08
H 2.09189 -10.92013 -1.69708 0.24 0.08 -0.06
H 3.88623 -12.49472 -2.38593 -0.19 0.33 -0.30
H 4.91172 -12.28161 -4.64858 -0.33 0.21 0.09
H 4.07743 -10.55236 -6.24153 -0.16 0.03 0.45
H 2.38474 -8.88392 -5.47179 0.10 -0.11 0.15
H -0.05966 -6.11972 -1.60204 0.38 0.05 -0.03
H 1.01072 -4.22214 -0.41378 0.15 -0.17 -0.06
H 3.48301 -4.20223 -0.04968 0.00 -0.12 -0.01
H 4.86916 -6.10009 -0.87741 -0.17 0.03 0.02
H 3.81889 -7.98828 -2.11584 -0.18 0.35 0.11
H -1.54770 -11.14076 -4.37179 -0.15 -0.04 0.00
H -2.90521 -13.08231 -5.14780 -0.17 0.26 0.16
H -5.37478 -13.09413 -4.77738 0.20 0.18 0.13
H -6.46785 -11.19815 -3.58243 0.30 -0.06 -0.05
H -5.10536 -9.28330 -2.79930 0.08 -0.21 -0.13
H -3.87950 -6.46422 -3.88207 -0.09 -0.07 0.42
H -5.59138 -5.05941 -2.74153 0.20 -0.17 0.22
H -5.98559 -5.32416 -0.29138 0.14 -0.18 -0.11
H -4.70690 -7.03321 0.99763 0.05 0.12 -0.25
H -2.98619 -8.42781 -0.13179 -0.29 0.25 -0.16
C -0.49206 1.58290 -0.45043 0.01 -0.13 0.07
C 0.19439 2.62023 0.36142 -0.22 0.21 -0.17
C -0.47758 3.29916 1.40208 0.77 -0.10 -0.15
C 0.19619 4.22289 2.20370 0.04 -0.04 -0.24
C 1.54520 4.51662 1.97550 0.03 -0.03 -0.11
C 2.20662 3.89013 0.91012 -0.35 -0.02 -0.13
C 1.53439 2.97302 0.09462 -0.07 0.21 0.56
H -1.59059 1.61092 -0.26589 0.51 0.11 -0.35
H -0.27907 1.74383 -1.51356 -0.21 -0.01 0.24
H -1.52688 3.06979 1.56173 0.05 0.11 0.09
H -0.35001 4.74289 2.98645 0.12 -0.07 -0.04
H 2.07203 5.25996 2.58728 -0.28 -0.39 -0.24
H 3.24308 4.14691 0.68601 -0.24 -0.07 0.09
H 2.04948 2.51983 -0.75453 -0.12 0.04 0.22